No. 1
Computed, not measured: a cluster of 2 separate species, C4H8N2O in total at a distorted geometry, with wB97M-V/def2-TZVPD.

```
15
Properties=species:S:1:pos:R:3
N -0.369 0.848 -2.188
C 0.601 1.467 -1.575
O 1.436 2.275 -1.554
C -0.486 0.947 0.484
N -0.446 -0.482 0.199
C -0.374 -1.495 1.240
C 0.798 -1.204 0.373
H -0.887 1.374 -1.178
H -0.557 -0.052 -1.697
H 0.307 1.285 1.168
H -1.456 1.164 0.962
H -0.299 -1.169 2.278
H -0.970 -2.391 1.080
H 1.635 -0.686 0.843
H 1.069 -1.881 -0.435
```

**HOMO energy**: -7.95 eV
**Total charge**: 0
**LUMO level**: 0.617 eV
**Energy relative to the best compared isomer or geometry (same formula, charge and spin)**: 148.54 kcal per mole

These are the Löwdin partial charges, in e, on atoms 1 to 2: atom 1 (N): 0.109, atom 2 (C): -0.391

No. 2
Computed, not measured: a cluster of 2 separate species, C4H8N2O in total, with wB97M-V/def2-TZVPD.

```
15
Properties=species:S:1:pos:R:3
C -0.080 2.147 -0.014
C 0.445 0.782 -0.412
N 0.992 -0.103 0.688
C -0.353 -0.586 1.146
C -0.336 -0.473 -0.332
N 0.146 -1.529 -1.103
O -0.412 -2.767 -0.588
H 0.760 2.787 0.283
H -0.786 2.097 0.822
H -0.590 2.617 -0.865
H 1.110 0.818 -1.283
H 1.160 -1.150 -0.227
H -0.917 0.132 1.746
H -0.375 -1.602 1.538
H -0.766 -3.169 -1.398
```

**HOMO energy**: -7.93 eV
**Total charge**: 0
**LUMO level**: 0.819 eV
**Energy relative to the best compared isomer or geometry (same formula, charge and spin)**: 166.83 kcal per mole

These are the Löwdin partial charges, in e, on atoms 1 to 2: atom 1 (C): -0.048, atom 2 (C): -0.287

No. 3
Computed, not measured: a cluster of 2 separate species, C4H8N2O in total at a distorted geometry, with wB97M-V/def2-TZVPD.

```
15
Properties=species:S:1:pos:R:3
C 0.688 0.298 -0.331
C -2.641 2.035 -0.475
C 0.509 -0.982 -0.591
C 0.744 -2.260 0.150
N -2.387 0.787 -0.360
N -2.675 -0.246 0.200
O -2.095 -1.278 0.378
H 0.276 1.143 -0.897
H 1.359 0.509 0.562
H -2.802 2.459 -1.526
H -2.640 2.931 0.233
H -0.090 -1.191 -1.437
H 1.148 -2.827 -0.642
H -0.219 -2.740 0.602
H 1.468 -2.143 1.030
```

**HOMO energy (alpha / beta)**: -7.00 / -9.49 eV
**Total charge**: 0
**LUMO level (alpha / beta)**: 0.874 / -1.579 eV
**⟨S²⟩**: 2.036
**Spin multiplicity**: 3
**Energy relative to the best compared isomer or geometry (same formula, charge and spin)**: 66.54 kcal per mole

These are the Löwdin partial charges, in e, on atoms 1 to 2: atom 1 (C): -0.035, atom 2 (C): -0.048

No. 4
Computed, not measured: a structure of composition C4H8N2O2 at a distorted geometry, with wB97M-V/def2-TZVPD.

```
16
Properties=species:S:1:pos:R:3
C -0.908 -1.715 0.889
N 1.402 -0.564 -0.413
C 0.245 0.236 -0.583
C -0.165 0.987 0.578
C -0.459 2.162 1.053
O -1.182 -0.426 0.360
O 1.923 -1.019 -1.646
N 0.040 0.725 -1.788
H 1.513 -0.409 -2.300
H 2.137 -0.093 0.107
H -0.842 1.216 -1.880
H -1.339 -2.494 0.251
H 0.127 -2.048 0.979
H -1.335 -1.870 1.884
H 0.009 3.047 0.642
H -1.165 2.266 1.866
```

**HOMO energy**: -8.62 eV
**Total charge**: 0
**LUMO level**: 0.009 eV
**Energy relative to the best compared isomer or geometry (same formula, charge and spin)**: 177.07 kcal per mole

These are the Löwdin partial charges, in e, on atoms 1 to 2: atom 1 (C): -0.127, atom 2 (N): -0.029

Question: energy relative to the best compared isomer or geometry (same formula, charge and spin) of number 4 (C4H8N2O2)?
Answer: 177.07 kcal per mole

Question: Which of these has the highest energy relative to the best compared isomer or geometry (same formula, charge and spin)?
Answer: C4H8N2O2

Copy entry 1 word for word.
Computed, not measured: a cluster of 2 separate species, C4H8N2O in total at a distorted geometry, with wB97M-V/def2-TZVPD.

```
15
Properties=species:S:1:pos:R:3
N -0.369 0.848 -2.188
C 0.601 1.467 -1.575
O 1.436 2.275 -1.554
C -0.486 0.947 0.484
N -0.446 -0.482 0.199
C -0.374 -1.495 1.240
C 0.798 -1.204 0.373
H -0.887 1.374 -1.178
H -0.557 -0.052 -1.697
H 0.307 1.285 1.168
H -1.456 1.164 0.962
H -0.299 -1.169 2.278
H -0.970 -2.391 1.080
H 1.635 -0.686 0.843
H 1.069 -1.881 -0.435
```

**HOMO energy**: -7.95 eV
**Total charge**: 0
**LUMO level**: 0.617 eV
**Energy relative to the best compared isomer or geometry (same formula, charge and spin)**: 148.54 kcal per mole

These are the Löwdin partial charges, in e, on atoms 1 to 2: atom 1 (N): 0.109, atom 2 (C): -0.391